A molecular structure, C31H79N4O20Zn at a distorted geometry, computed with ωB97M-V/def2-TZVPD.

The calculation puts the energy at -4730.811749 Ha. The value obtained for the largest force on an atom is 9.02 eV/Å. The frontier orbital gap (spin up / spin down) is 5.5 / 3.3 eV. The value obtained for the lowest unoccupied orbital energy (spin up / spin down) is -7.99 / -10.20 eV. The expectation value of S² is 0.755. As for the spin multiplicity: 2. Its net charge is +2.

XYZ file:
```
135
C31H79N4O20Zn ωB97M-V/def2-TZVPD
C 2.04 2.81 -1.24
C 1.63 3.73 -0.01
C 2.07 5.16 -0.30
C 1.42 6.33 0.45
C -0.05 6.05 0.92
C -0.79 4.92 0.13
N 0.09 3.67 0.26
O -0.45 2.40 0.12
C -0.99 5.34 -1.39
C -2.23 4.69 0.70
C 2.23 3.18 1.29
H 1.37 3.05 -2.07
H 1.79 1.76 -1.14
H 3.10 2.88 -1.45
H 2.14 5.39 -1.36
H 3.13 5.19 -0.05
H 1.50 7.29 -0.07
H 2.03 6.64 1.30
H -0.67 6.94 0.81
H -0.02 5.98 2.00
H -0.13 5.79 -1.90
H -1.80 6.04 -1.53
H -1.25 4.41 -1.91
H -2.80 5.59 0.92
H -2.15 4.18 1.67
H -2.81 3.96 0.14
H 1.85 3.69 2.17
H 3.32 3.29 1.26
H 2.02 2.12 1.44
Zn 5.42 7.12 5.80
O 3.54 7.94 6.37
C 2.72 7.40 5.33
C 3.13 6.01 4.66
O 4.48 5.60 4.63
H 2.62 8.15 4.54
H 1.70 7.35 5.71
H 2.81 6.15 3.63
H 2.52 5.23 5.11
C 5.16 7.63 1.50
C 5.70 7.48 0.02
O 6.94 6.73 0.03
O 5.50 8.87 2.07
H 5.52 6.87 2.20
H 4.07 7.62 1.58
H 5.75 8.41 -0.55
H 4.93 6.88 -0.48
H 7.37 6.97 0.86
H 5.71 8.72 2.99
C -1.66 5.79 4.69
C -1.28 6.33 6.09
O -2.35 5.88 6.94
O -2.95 6.32 4.25
H -1.78 4.71 4.62
H -0.91 6.05 3.94
H -1.19 7.41 6.11
H -0.34 5.84 6.35
H -3.06 6.52 6.85
H -3.57 5.63 4.49
C 6.07 2.52 3.66
C 4.75 1.96 4.29
O 4.41 2.68 5.47
O 5.88 3.70 2.97
H 6.45 1.78 2.95
H 6.95 2.38 4.29
H 4.84 0.90 4.54
H 4.01 2.03 3.49
H 4.32 3.60 5.22
H 5.46 4.29 3.61
C 4.75 9.29 10.35
C 5.00 10.22 9.09
O 3.83 10.18 8.32
O 4.84 7.92 10.02
H 3.83 9.58 10.85
H 5.54 9.59 11.03
H 5.80 9.96 8.40
H 5.19 11.27 9.28
H 3.98 9.47 7.69
H 4.06 7.76 9.48
C 6.29 5.06 7.68
C 7.60 5.34 7.00
O 7.45 5.73 5.65
O 5.58 6.27 7.71
H 6.43 4.64 8.68
H 5.60 4.30 7.32
H 8.08 4.36 7.00
H 8.24 6.03 7.55
H 8.30 5.83 5.21
H 5.80 6.69 8.55
C 0.71 8.32 10.44
C 1.19 8.20 8.95
O 2.37 7.34 8.85
O -0.37 9.23 10.58
H 1.55 8.55 11.10
H 0.44 7.35 10.86
H 1.40 9.19 8.54
H 0.39 7.77 8.34
H 2.79 7.42 7.99
H -0.29 9.90 9.91
C 2.85 11.34 4.02
C 4.12 10.80 4.69
O 5.07 11.83 4.69
O 2.54 12.54 4.68
H 2.05 10.63 4.24
H 2.94 11.35 2.94
H 4.43 9.99 4.04
H 3.87 10.39 5.67
H 5.93 11.47 4.92
H 3.44 12.77 4.95
O -0.32 9.39 1.37
C -0.46 10.06 2.38
N -0.50 11.39 2.33
C -0.58 9.48 3.71
H -0.26 11.88 1.48
H -0.68 11.97 3.13
H -0.60 10.13 4.59
H 0.29 8.85 3.86
H -1.41 8.77 3.77
O 0.03 3.43 3.33
C 0.20 2.43 3.97
N -0.13 1.26 3.42
C 0.76 2.45 5.38
H -0.43 1.44 2.47
H 0.19 0.38 3.79
H 0.23 1.74 6.01
H 0.55 3.38 5.90
H 1.83 2.23 5.44
O 0.88 2.87 9.88
C 1.35 3.86 9.41
N 0.73 5.02 9.55
C 2.72 3.85 8.68
H -0.26 5.07 9.77
H 1.29 5.83 9.35
H 3.41 4.56 9.12
H 2.56 4.10 7.63
H 3.28 2.91 8.75
```

Mulliken population analysis, charges in e, atoms 1 to 99: -1.80, 1.70, -1.73, 0.19, -0.45, 1.40, 1.18, -0.41, -1.64, -1.49, -1.60, 0.51, 0.38, 0.36, 0.36, 0.72, 0.48, -0.91, 0.90, -0.83, 0.30, 0.46, 0.45, 0.42, 0.23, 0.40, -0.08, 0.65, 0.57, 0.31, 0.59, -0.43, 1.59, -0.47, -0.01, -0.11, -0.55, -0.42, 0.13, -0.09, -0.52, -0.57, 0.02, 0.13, 0.33, 0.05, 0.31, 0.19, 0.20, 0.10, -0.63, -0.60, 0.69, -0.49, 0.23, -0.26, 0.37, 0.43, -0.65, 0.12, -0.58, -0.57, 0.48, 0.21, 0.48, -0.34, 0.03, 0.22, -0.35, -0.35, -0.48, -0.55, 0.16, 0.46, 0.21, 0.37, -0.12, 0.24, -0.19, -0.72, -0.23, 0.19, 0.50, 0.03, 0.41, 0.42, 0.21, 0.11, -0.31, -0.65, -0.35, -0.55, 0.19, 0.23, 0.60, 0.48, -0.09, 0.35, 0.10